Entry 1:
Below is a molecular structure, C26H36BrN7O11PSn at a distorted geometry, with properties calculated with ωB97M-V/def2-TZVPD.

Element x y z (Å)
Sn -0.0820 0.1627 -0.9857
Br 0.3824 -5.5196 -4.3315
P -2.8343 -1.2448 -0.3584
O -3.2555 -2.7702 -0.6788
O -0.4568 1.0914 2.0387
O -0.8071 1.4176 -3.0112
O 1.0416 5.0706 -0.5256
O 0.0908 0.6815 -4.9688
O 3.2617 -2.4716 -1.7265
O -3.4117 -1.3428 1.1539
O -4.0860 -0.3891 -0.9795
O 0.6679 2.9104 -0.7268
O -0.0110 2.8422 -4.5007
O -0.4554 -1.3900 -2.4988
N 1.9334 -0.5966 -1.7525
N -1.0919 4.3222 -0.9868
N -1.8252 -2.3391 -5.4992
N 2.6144 0.4969 3.4854
N 1.2605 0.2148 3.3156
N 0.9747 -1.7525 0.6262
N -2.0479 3.3329 -1.3019
C -2.6098 -3.5114 -1.7036
C -3.4272 -0.1506 1.9158
C 2.9501 1.4161 2.5209
C 4.3607 1.8331 2.3258
C 2.5792 -1.6012 -1.1872
C -1.4305 -1.6572 4.9692
C 0.8893 -0.3098 5.6601
C -1.3621 -3.4301 -5.0238
C 1.8396 1.8327 1.8687
C 0.7648 -2.7740 -3.8750
C 0.1111 -0.9006 6.6392
C -1.2334 -1.1220 -5.4621
C -0.2301 -0.6167 -4.7049
C 3.5063 -0.5728 3.8627
C -0.0936 -3.6496 -4.3979
C 0.4491 -1.3320 -3.5512
C 0.7276 1.0638 2.3360
C -1.0536 -1.5707 6.3001
C 1.7901 -0.6282 -3.1850
C -0.2501 1.7342 -4.0842
C 0.5310 6.3752 -0.3646
C -3.9079 0.3663 -2.1630
C -0.6536 -1.0877 3.9774
C 0.5117 -0.4048 4.3201
C 0.2128 4.0257 -0.7917
C 2.3997 -1.6291 0.3453
H 0.4140 -0.8310 7.6754
H 4.3810 -0.1404 4.3463
H 2.7578 -0.6831 0.7586
H -1.6707 -2.0085 7.0723
H -2.8573 0.4014 -2.4511
H -4.4869 -0.0846 -2.9700
H -1.9956 -4.3038 -5.1669
H 2.9997 -1.2302 4.5655
H -1.7125 -0.4209 -6.1399
H 0.6235 -2.5892 0.1714
H -1.6908 2.7477 -2.0719
H -2.0737 -4.3482 -1.2489
H -1.9109 -2.8934 -2.2689
H -0.9598 -1.1341 2.9458
H -4.2633 1.3834 -1.9835
H -0.2664 6.4009 0.3845
H 1.7771 0.4020 -3.5434
H 1.7694 0.2543 5.9368
H -2.5109 0.4269 1.7789
H -2.1275 2.7052 -0.5012
H -1.3323 5.2186 -1.3854
H -4.2812 0.4730 1.6417
H -3.3758 -3.9100 -2.3709
H 3.8305 -1.1592 2.9970
H 4.9466 1.0045 1.9289
H 1.6918 -3.1306 -3.4403
H 4.8088 2.1552 3.2653
H -2.3301 -2.1856 4.6924
H 2.9901 -2.4680 0.7465
H 0.8054 -1.8474 1.6215
H 1.3724 6.9737 -0.0167
H -3.5156 -0.4441 2.9644
H 0.1665 6.7928 -1.3082
H 2.6254 -1.1578 -3.6574
H 1.7649 2.5591 1.0898
H 4.4030 2.6460 1.6076

Computed properties:
- E_HOMO (Ha) = -0.1786
- spin multiplicity = 1
- total charge = -1

Entry 2:
Below is 2 unconnected molecules or ions with the total composition C6H10O3, with properties calculated with ωB97M-V/def2-TZVPD.

Element x y z (Å)
O 0.1793 1.7475 -0.9772
O 2.0105 0.8167 -0.0301
O -2.0061 1.3001 -0.0653
C 0.7802 0.6652 -0.5793
C -1.5904 0.2896 0.5889
C -0.0995 -0.7308 -2.3984
C 0.6399 -0.6131 -1.2997
C 0.1502 -0.9527 1.9626
C -0.3645 0.2631 1.2527
H -0.0079 -0.8898 3.0437
H 2.0929 1.7401 0.2500
H -0.8879 1.7227 -0.6404
H -0.3385 -1.8620 1.6052
H 1.2269 -1.0649 1.8037
H -0.6251 0.1202 -2.8125
H -2.1583 -0.6465 0.4916
H 1.1846 -1.4482 -0.8776
H -0.1952 -1.6800 -2.9087
H 0.0091 1.2229 1.5910

Computed properties:
- E_HOMO (Ha) = -0.3061
- spin multiplicity = 1
- total charge = 0

Entry 3:
Below is a single C4H9O molecule at a distorted geometry, with properties calculated with ωB97M-V/def2-TZVPD.

Element x y z (Å)
O 0.1067 -2.0456 -1.3565
C 0.5563 -0.9523 -0.7044
C 0.2105 1.2110 1.8606
C -0.7155 0.1516 -0.3375
C -0.1911 1.3648 0.2856
H 0.6281 1.8026 -0.3065
H 0.2987 2.1267 2.4018
H 1.1444 0.6936 1.9014
H -0.6158 0.6998 2.2899
H -1.3202 0.1916 -1.3048
H -0.9316 2.0999 0.1250
H 1.2101 -0.3721 -1.3998
H 0.9901 -1.1889 0.2692
H -1.4182 -0.3393 0.2507

Computed properties:
- E_HOMO (alpha / beta) (Ha) = -0.3745 / -0.3589
- spin multiplicity = 2
- total charge = 0

Entry 4:
Below is a molecular structure, C32H64O22 at a distorted geometry, with properties calculated with ωB97M-V/def2-TZVPD.

Element x y z (Å)
O 3.6513 -11.7398 4.5289
O 3.3445 -8.8143 0.4865
O 2.1261 -12.1068 -0.9005
O 2.0255 -10.3855 1.5231
O -2.8449 -12.0051 4.7505
O 4.7156 -13.6764 4.5117
O 2.3482 -13.1369 2.6085
O 0.0752 -11.5133 -0.7967
O -3.6261 -13.6923 3.3749
O 0.1648 -12.4824 2.9256
O -2.1915 -12.2153 2.6300
O 0.9232 -14.5925 3.3266
O 4.0746 -6.1101 5.2451
O 1.7782 -7.9897 2.8541
O 4.2129 -10.8246 1.2607
O 3.7303 -5.3842 -2.1469
O 4.5950 -8.4521 5.0974
O 3.9034 -7.3340 -1.0489
O 1.5231 -10.2656 -2.2003
O 5.4163 -6.8795 3.7017
O 5.6947 -11.7514 3.7245
O 4.6210 -5.5319 0.0006
C 3.1062 -6.2139 6.2686
C 1.0922 -13.2852 2.9761
C 1.8212 -8.2001 -1.6828
C -1.6046 -10.9309 2.6546
C 4.1036 -6.0059 -1.1914
C -0.4002 -15.1800 3.3112
C 5.5801 -10.4378 1.2922
C 0.8131 -9.6846 1.3608
C 6.2038 -7.2758 1.4163
C -4.3511 -14.3899 4.3871
C 4.3334 -4.2396 0.2941
C -2.8960 -12.5692 3.6880
C 6.8826 -12.4364 3.3203
C 3.2119 -9.8955 1.0501
C 1.2726 -11.2523 -1.4000
C -0.9671 -14.8883 4.6876
C 4.6971 -12.4644 4.2299
C 3.5036 -11.8673 -1.0765
C 0.7225 -6.0160 2.2458
C -0.2289 -10.5845 2.1212
C 2.7022 -7.4092 1.8706
C 7.6475 -11.5054 2.3365
C 4.1445 -12.9704 -0.0671
C 2.8580 -11.9819 2.0547
C -1.0471 -10.6665 -1.2319
C 0.8902 -7.0303 3.3403
C 3.4153 -10.3481 4.2968
C 3.2687 -8.1600 -2.0120
C 4.7093 -7.2523 4.7592
C 6.0242 -7.9121 2.7939
C 2.1756 -5.9409 1.7254
C -5.1141 -15.6477 3.8604
H 1.0613 -8.7283 1.8210
H -1.3103 -10.6840 -2.2895
H 5.2417 -7.1571 0.9180
H 4.2746 -9.8174 4.7067
H 5.3203 -8.7407 2.8729
H 1.7173 -8.5966 -0.6728
H 2.3502 -5.5250 0.7331
H 3.7346 -7.6014 2.1628
H 1.2336 -7.3405 -2.0051
H -1.8099 -15.5504 4.8858
H 3.7741 -12.1342 -2.0981
H 0.3168 -5.0636 2.5869
H -3.5116 -14.7348 4.9907
H 3.7785 -10.8551 -0.7801
H 3.5868 -6.3204 7.2411
H -1.2589 -10.6545 1.6585
H -4.4724 -16.4866 3.5911
H 3.5297 -7.9731 -3.0537
H -0.0061 -6.3750 1.5189
H 3.8732 -12.9336 0.9880
H 5.2247 -12.8328 -0.1150
H -0.0649 -7.4343 3.6758
H -2.2186 -10.0575 2.8745
H 2.8047 -5.3831 2.4191
H 6.7568 -6.3383 1.3582
H -0.9033 -14.7964 2.4235
H 3.7988 -9.0796 -1.7643
H -0.7318 -11.0205 3.3014
H -0.2545 -16.2532 3.1879
H 6.9494 -8.1581 3.3150
H 8.2057 -10.7353 2.8689
H 6.1196 -11.3360 0.9918
H 2.4213 -7.0579 6.1866
H -5.8517 -15.9719 4.5945
H 8.2589 -12.1897 1.7483
H -2.0227 -11.0201 -0.8982
H -0.2636 -14.8707 5.5200
H 6.7459 -8.0624 0.8915
H 2.5130 -11.8882 1.0249
H -5.7484 -15.4440 2.9977
H 2.5765 -10.0442 4.9230
H 2.5852 -7.8064 0.8624
H 6.9621 -10.9940 1.6606
H 6.6808 -13.4348 2.9322
H -1.2011 -10.1236 2.2961
H -0.3308 -11.5289 1.5865
H 5.9861 -9.5866 0.7456
H -4.9717 -13.7269 4.9900
H 7.5645 -12.5837 4.1579
H -1.1941 -13.8222 4.6772
H 3.2661 -4.0552 0.4167
H 2.4991 -11.1050 2.5935
H 1.4085 -8.9816 -2.3207
H 0.0388 -10.9383 3.1168
H 5.8925 -10.2398 2.3176
H 3.9269 -12.1937 2.0811
H 4.7127 -3.6001 -0.5030
H 1.2324 -6.6106 4.2863
H -0.8597 -9.6674 -0.8384
H 3.2455 -10.1793 3.2335
H 4.8508 -3.9261 1.2008
H 2.4593 -5.3466 6.4004
H 3.9074 -13.9937 -0.3580
H 0.4555 -9.4778 0.3521

Computed properties:
- E_HOMO (Ha) = -0.1881
- spin multiplicity = 1
- total charge = 0

Entry 5:
Below is 2 unconnected molecules or ions with the total composition C3H9N5 at a distorted geometry, with properties calculated with ωB97M-V/def2-TZVPD.

Element x y z (Å)
N -3.2638 0.2108 0.1909
N 1.5548 0.3662 0.0041
N 3.8939 0.0777 0.0853
N 2.6161 -0.2298 0.1523
N -1.2224 -0.9950 0.1240
C -1.3306 1.4678 -0.3229
C -1.9496 0.3072 0.1038
C 0.0133 -1.2337 0.2380
H -1.8134 2.4547 -0.4043
H 4.7765 -0.5146 0.1118
H 2.4723 -1.2007 0.3660
H -1.9165 -1.6797 -0.1245
H 3.8772 1.1204 -0.2026
H -0.4334 1.6786 -0.7725
H -3.7914 -0.6262 0.4639
H -3.9259 1.0309 0.0311
H 0.4430 -2.2347 -0.0443

Computed properties:
- E_HOMO (alpha / beta) (Ha) = -0.6534 / -0.6057
- spin multiplicity = 1
- total charge = +2

Entry 6:
Below is a single C5H10O molecule, with properties calculated with ωB97M-V/def2-TZVPD.

Element x y z (Å)
O 0.6225 -0.6577 0.5736
C 1.7361 -0.5538 -0.6814
C -1.5200 -0.9794 -0.3456
C -0.5611 1.3484 -0.3767
C -0.6513 0.0333 0.3766
C 1.8819 0.0613 0.6660
H -1.5282 -1.9339 0.1887
H 2.4656 -0.3648 1.4867
H -1.0161 0.2024 1.3974
H 0.0373 2.0979 0.1496
H -0.1295 1.1837 -1.3669
H -1.1179 -1.1421 -1.3509
H -2.5485 -0.6131 -0.4250
H 2.1394 -1.5777 -0.5839
H 1.7636 1.1408 0.7671
H -1.5737 1.7549 -0.4752

Computed properties:
- E_HOMO (Ha) = -0.2934
- spin multiplicity = 1
- total charge = 0

Record-wise energy above the lowest of the compared OMol25 structures with the same formula, charge and spin values, in kcal/mol: 52.0, 51.5, 15.0, 1104.9, 187.6, 104.0